*w*
{
  "formula": "C3H9NO2",
  "method": "wB97M-V/def2-TZVPD",
  "elements": ["C", "C", "O", "N", "H", "H", "H", "H", "H", "C", "O", "H", "H", "H", "H"],
  "positions_angstrom": [[-0.754, -2.410, -0.579], [-0.299, -1.013, -0.563], [0.606, -0.541, 0.242], [-0.918, -0.118, -1.426], [-0.464, 0.760, -1.593], [-1.417, -0.389, -2.263], [-0.660, -3.046, 0.308], [-0.402, -3.104, -1.368], [-1.889, -2.383, -0.791], [1.373, 2.204, 1.425], [-0.017, 1.912, 1.298], [-0.116, 1.059, 0.825], [1.816, 1.366, 1.970], [1.378, 3.125, 2.032], [1.761, 2.578, 0.484]],
  "multiplicity": 2,
  "charge": -1,
  "lumo_energy_ev": [4.309, 4.242],
  "homo_ha": [0.040, -0.146]
}

*x*
{
  "formula": "C3H9NO2",
  "method": "wB97M-V/def2-TZVPD",
  "elements": ["C", "C", "N", "C", "O", "H", "H", "H", "H", "H", "H", "H", "H", "H", "O"],
  "positions_angstrom": [[-0.558, 1.318, 1.120], [-0.923, 1.585, -0.334], [-0.626, 0.624, -1.223], [-0.208, -0.750, -1.006], [-1.516, 2.605, -0.652], [-0.614, 2.267, 1.639], [0.423, 0.845, 1.205], [-1.259, 0.584, 1.524], [-0.643, 0.920, -2.180], [0.844, -0.819, -0.732], [-0.743, -1.249, -0.198], [-0.285, -1.407, -1.875], [2.673, -2.381, 0.462], [1.390, -2.364, 1.345], [2.045, -1.778, 0.906]],
  "multiplicity": 2,
  "charge": -1,
  "lumo_energy_ev": [3.775, 3.666],
  "homo_ha": [0.029, -0.226]
}

Most stable = *x*

*w*
{
  "formula": "CH4N2ORb",
  "method": "wB97M-V/def2-TZVPD",
  "elements": ["Rb", "C", "O", "N", "N", "H", "H", "H", "H"],
  "positions_angstrom": [[-3.727, -1.831, 4.587], [0.171, 0.098, -0.208], [-0.454, -0.321, 0.759], [-0.188, -0.019, -1.364], [1.410, 0.463, -0.143], [0.373, 0.393, -2.096], [-1.181, -0.194, -1.423], [1.841, 0.948, -0.917], [1.756, 0.462, 0.806]],
  "multiplicity": 1,
  "charge": 1,
  "lumo_energy_ev": -4.179,
  "homo_ha": -0.444
}

*x*
{
  "formula": "CH4N2ORb",
  "method": "wB97M-V/def2-TZVPD",
  "elements": ["Rb", "C", "O", "N", "N", "H", "H", "H", "H"],
  "positions_angstrom": [[0.898, -2.095, -3.349], [0.097, 0.085, -0.046], [0.642, -0.349, -1.067], [0.372, -0.470, 1.195], [-0.771, 1.132, 0.003], [0.958, -1.278, 1.241], [0.026, -0.037, 2.026], [-0.955, 1.645, -0.840], [-1.266, 1.367, 0.837]],
  "multiplicity": 1,
  "charge": 1,
  "lumo_energy_ev": -3.682,
  "homo_ha": -0.498
}

Most stable = *x*

*w*
{
  "formula": "C4H8O4",
  "method": "wB97M-V/def2-TZVPD",
  "elements": ["O", "C", "O", "C", "C", "C", "O", "H", "H", "H", "H", "H", "H", "H", "H", "O"],
  "positions_angstrom": [[0.639, 1.709, -0.698], [0.836, 1.559, 0.606], [1.881, 1.214, 1.130], [-0.346, 0.270, 0.847], [0.401, -0.899, 0.360], [-0.674, -1.868, -0.111], [-1.342, -2.498, 0.646], [0.278, 2.308, 1.228], [-0.584, 0.245, 1.903], [-1.194, 0.504, 0.204], [1.080, -1.416, 1.054], [1.063, -0.630, -0.448], [-0.726, -1.954, -1.190], [0.096, 0.866, -1.239], [-0.926, 0.493, -2.502], [-0.482, 0.096, -1.792]],
  "multiplicity": 1,
  "lumo_energy_ev": -3.635,
  "homo_ha": -0.367
}

*x*
{
  "formula": "C4H8O4",
  "method": "wB97M-V/def2-TZVPD",
  "elements": ["C", "C", "O", "O", "H", "H", "H", "H", "C", "C", "O", "O", "H", "H", "H", "H"],
  "positions_angstrom": [[2.098, 0.867, 0.150], [1.505, -0.420, 0.642], [1.966, -1.521, 0.416], [0.466, -0.239, 1.550], [3.036, 1.054, 0.677], [2.282, 0.777, -0.925], [1.408, 1.703, 0.292], [0.176, 0.694, 1.633], [-2.146, -1.077, -0.164], [-1.378, 0.155, -0.516], [-1.300, 1.194, 0.121], [-0.733, 0.031, -1.726], [-2.835, -1.326, -0.975], [-2.718, -0.898, 0.750], [-1.458, -1.910, 0.000], [-0.370, 0.917, -1.923]],
  "multiplicity": 1,
  "smiles": "CC(=O)O.CC(=O)O",
  "lumo_energy_ev": 0.562,
  "homo_ha": -0.387
}

Most stable = *x*

*w*
{
  "formula": "CH4FINP",
  "method": "wB97M-V/def2-TZVPD",
  "elements": ["C", "N", "P", "F", "H", "H", "H", "I", "H"],
  "positions_angstrom": [[0.855, -1.034, 1.372], [2.282, -0.989, 1.078], [3.191, -1.716, 0.148], [2.251, -2.418, -1.037], [0.632, -1.165, 2.466], [0.457, 0.036, 1.211], [0.497, -1.796, 0.603], [-3.135, -0.424, 0.099], [-3.895, 0.915, -0.050]],
  "multiplicity": 1,
  "smiles": "C/N=P\\F.I",
  "lumo_energy_ev": 0.137,
  "homo_ha": -0.374
}

*x*
{
  "formula": "CH4FINP",
  "method": "wB97M-V/def2-TZVPD",
  "elements": ["C", "N", "P", "F", "I", "H", "H", "H", "H"],
  "positions_angstrom": [[0.925, -0.653, -0.369], [-0.377, -0.415, 0.239], [-1.431, 0.802, -0.124], [-2.095, 0.968, 1.416], [0.010, 2.852, -0.219], [1.662, -1.011, 0.454], [0.890, -1.514, -1.184], [1.202, 0.307, -0.756], [-0.787, -1.336, 0.543]],
  "multiplicity": 1,
  "smiles": "CNP(F)I",
  "lumo_energy_ev": 0.018,
  "homo_ha": -0.326
}

Most stable = *x*

*w*
{
  "formula": "C18H24N2O2",
  "method": "wB97M-V/def2-TZVPD",
  "elements": ["C", "C", "O", "N", "C", "C", "C", "C", "C", "C", "O", "C", "N", "C", "C", "C", "C", "C", "C", "C", "C", "C", "H", "H", "H", "H", "H", "H", "H", "H", "H", "H", "H", "H", "H", "H", "H", "H", "H", "H", "H", "H", "H", "H", "H", "H"],
  "positions_angstrom": [[6.762, 0.674, 0.119], [5.519, -0.187, 0.135], [5.566, -1.394, 0.225], [4.340, 0.499, 0.038], [4.241, 1.951, -0.078], [2.739, 2.272, -0.163], [2.092, 0.920, -0.103], [0.757, 0.599, -0.155], [0.379, -0.744, -0.063], [-1.036, -1.193, -0.092], [-1.409, -2.140, 0.560], [-1.969, -0.455, -1.044], [-3.305, -0.352, -0.504], [-4.277, 0.053, -1.499], [-5.685, -0.032, -0.919], [-5.813, 0.865, 0.311], [-7.201, 0.759, 0.933], [-4.725, 0.462, 1.304], [-3.351, 0.527, 0.648], [1.363, -1.720, 0.098], [2.710, -1.406, 0.129], [3.069, -0.071, 0.024], [6.829, 1.238, -0.809], [7.627, 0.022, 0.203], [6.759, 1.372, 0.953], [4.771, 2.291, -0.973], [4.702, 2.427, 0.793], [2.413, 2.900, 0.668], [2.488, 2.790, -1.090], [0.020, 1.384, -0.225], [-2.010, -1.075, -1.948], [-1.550, 0.524, -1.335], [-4.193, -0.620, -2.357], [-4.085, 1.085, -1.855], [-5.881, -1.065, -0.630], [-6.410, 0.259, -1.681], [-5.643, 1.906, 0.006], [-7.395, -0.263, 1.252], [-7.282, 1.410, 1.801], [-7.966, 1.046, 0.215], [-4.742, 1.117, 2.178], [-4.901, -0.562, 1.636], [-2.588, 0.201, 1.359], [-3.127, 1.575, 0.359], [1.048, -2.748, 0.190], [3.460, -2.170, 0.239]],
  "multiplicity": 1,
  "smiles": "CC(=O)N1CCc2cc(C(=O)CN3CCC(C)CC3)ccc21",
  "lumo_energy_ev": 0.554,
  "homo_ha": -0.308
}

*x*
{
  "formula": "C18H24N2O2",
  "method": "wB97M-V/def2-TZVPD",
  "elements": ["C", "C", "C", "C", "C", "C", "C", "N", "C", "O", "C", "C", "N", "C", "H", "H", "H", "H", "C", "O", "C", "C", "C", "C", "C", "C", "H", "H", "H", "H", "H", "H", "H", "H", "H", "H", "H", "H", "H", "H", "H", "H", "H", "H", "H", "H"],
  "positions_angstrom": [[-2.297, -3.556, 0.192], [-2.656, -2.195, -0.379], [-3.761, -1.536, 0.486], [-4.400, -0.294, 0.029], [-3.887, 0.748, 0.703], [-2.457, 1.041, 0.822], [-2.027, 1.390, -0.467], [-0.538, 1.773, -0.783], [0.382, 0.826, -0.927], [0.281, -0.415, -1.079], [1.713, 1.744, -0.668], [1.160, 3.040, -0.549], [0.011, 2.817, -0.542], [2.163, 4.193, -0.159], [2.865, 4.198, -1.122], [2.610, 3.914, 0.865], [1.581, 4.847, -0.063], [2.323, 1.400, -1.520], [2.674, 1.098, 0.430], [2.447, 1.527, 1.713], [3.417, -0.153, 0.113], [4.392, -0.289, 1.253], [5.385, -1.311, 0.941], [5.163, -2.206, -0.039], [4.173, -1.873, -1.333], [3.383, -0.968, -0.905], [2.476, -1.048, -1.569], [4.074, -2.541, -1.967], [5.832, -3.110, -0.268], [6.238, -1.633, 1.646], [4.627, 0.380, 1.901], [-2.177, 0.689, -1.470], [-2.397, 2.477, -0.939], [-2.133, 1.798, 1.437], [-1.917, 0.153, 1.081], [-4.367, 2.038, 0.547], [-4.153, 0.793, 1.733], [-5.544, -0.230, 0.432], [-4.261, -0.079, -0.989], [-4.856, -2.221, 0.610], [-3.479, -1.628, 1.701], [-3.322, -2.202, -1.160], [-2.048, -1.558, -0.365], [-1.607, -4.079, -0.508], [-3.279, -4.204, 0.028], [-1.805, -3.556, 1.110]],
  "multiplicity": 1,
  "lumo_energy_ev": -0.594,
  "homo_ha": -0.327
}

Most stable = *w*